ORCA calculation (ωB97M-V/def2-TZVPD) on 6 unconnected molecules or ions with the total composition C22H32F15IO11P in a non-equilibrium geometry.

```
82
Properties=species:S:1:pos:R:3:forces:R:3
C 0.3218 2.2439 -0.7682 0.105 -1.084 -0.789
C -0.9859 1.7157 -1.6293 2.740 -1.713 0.346
O -1.9364 2.7793 -1.9892 -2.761 -0.135 3.441
P -3.1651 3.0133 -0.7775 1.105 -0.269 -2.091
I -4.3778 0.9482 -0.1395 0.821 1.362 -0.417
H 0.1038 3.1741 -0.0859 0.487 -1.834 -1.409
H 1.1853 2.4280 -1.5610 -1.885 0.038 1.995
H 0.6752 1.3097 -0.1149 -0.857 2.248 -1.329
H -1.4421 0.8222 -1.0269 0.258 1.826 -1.248
H -0.5609 1.2595 -2.6397 -1.291 1.170 2.061
H -4.1584 3.9140 -1.3787 1.159 -0.890 0.400
H -2.6897 3.7374 0.4085 -0.183 -0.843 -1.081
C -9.0233 -1.1232 -3.8013 -0.046 0.028 0.364
C -7.7046 -1.8718 -3.7463 -0.523 0.018 -0.955
O -7.1762 -1.8638 -2.4110 -0.008 -1.099 1.729
C -7.6868 -2.8049 -1.5540 -1.858 -0.770 -2.935
O -8.5513 -3.6189 -1.8683 2.293 1.896 1.386
C -7.0032 -2.7182 -0.1912 0.649 -0.616 2.423
F -6.8736 -1.4353 0.2552 -0.130 -0.480 -0.577
F -5.7416 -3.2381 -0.2161 -1.016 0.440 -0.420
F -7.6723 -3.3913 0.7873 0.493 0.740 -1.521
H -8.9083 -0.1110 -3.4006 0.260 -0.800 -0.365
H -9.3890 -1.0584 -4.8298 0.094 -0.030 0.110
H -9.7853 -1.6211 -3.1934 0.097 -0.039 -0.174
H -6.9700 -1.3660 -4.3818 0.079 -0.079 0.413
H -7.8043 -2.8964 -4.1225 0.028 0.121 0.338
C 5.4405 -2.7375 0.8008 0.069 0.269 -0.323
C 4.3345 -1.9328 1.4579 0.123 -1.084 0.384
O 4.3851 -0.5632 1.0289 -0.989 1.310 -1.814
C 3.7977 -0.2870 -0.1792 -0.212 -3.358 0.784
O 3.2571 -1.1332 -0.8865 0.971 2.450 1.170
C 3.8775 1.2067 -0.4867 0.842 2.368 -0.641
F 5.1082 1.7355 -0.2267 -1.153 -0.894 -0.147
F 2.9911 1.9315 0.2560 0.542 -0.846 -0.247
F 3.6098 1.5001 -1.7907 0.061 -0.742 1.161
H 6.4152 -2.2746 0.9856 -0.392 -0.073 0.140
H 5.4552 -3.7611 1.1851 -0.014 0.164 0.006
H 5.3081 -2.7769 -0.2850 -0.072 -0.084 0.145
H 4.4787 -1.9313 2.5435 -0.054 0.326 -0.633
H 3.3473 -2.3680 1.2650 0.133 0.264 -0.180
C 2.6877 2.8911 5.5639 0.348 -0.001 0.126
C 1.9930 1.6010 5.1696 -0.400 0.618 0.283
O 2.9530 0.6223 4.7419 0.944 -1.376 0.788
C 3.5821 -0.0812 5.7369 -2.000 1.967 1.878
O 3.3715 0.0909 6.9346 0.876 -0.817 -2.915
C 4.5329 -1.1184 5.1433 2.066 -1.683 -0.540
F 5.2886 -0.6204 4.1221 -0.803 0.049 0.987
F 3.8650 -2.1919 4.6294 0.021 0.976 0.617
F 5.4146 -1.6198 6.0540 -1.288 0.873 -0.692
H 3.3212 3.2523 4.7474 -0.195 -0.029 0.024
H 1.9558 3.6642 5.8138 0.057 -0.122 -0.039
H 3.3404 2.7392 6.4293 -0.212 0.002 -0.064
H 1.3293 1.7881 4.3188 0.308 -0.295 -0.040
H 1.3709 1.2108 5.9832 0.321 -0.074 -0.081
C -8.1077 5.6450 -0.1391 -0.309 0.130 -0.064
C -7.5176 4.4164 -0.8059 0.239 0.546 0.206
O -8.5550 3.4899 -1.1631 -0.781 -0.291 -1.383
C -9.2153 3.7464 -2.3374 2.018 2.570 -0.157
O -8.9699 4.7051 -3.0650 -0.905 -2.588 1.544
C -10.2511 2.6604 -2.6201 -2.479 -1.493 -0.490
F -10.9872 2.3318 -1.5192 0.999 0.604 -0.782
F -9.6739 1.5000 -3.0479 -0.193 1.715 0.499
F -11.1498 3.0148 -3.5817 1.392 0.054 1.045
H -8.7282 5.3584 0.7160 0.218 -0.022 -0.062
H -7.3162 6.3161 0.2059 -0.074 -0.089 -0.038
H -8.7533 6.1969 -0.8295 0.223 -0.074 0.033
H -6.8581 3.8988 -0.1012 -0.329 -0.257 -0.064
H -6.9106 4.6815 -1.6792 -0.333 -0.032 -0.082
C 10.3720 -4.1131 -3.2752 -0.263 -0.265 0.096
C 11.1153 -3.3573 -2.1895 0.414 -0.104 -0.766
O 10.2917 -3.2136 -1.0218 -0.331 -1.057 1.681
C 10.2535 -4.2907 -0.1738 2.106 -1.051 -2.441
O 10.8660 -5.3373 -0.3692 -1.728 2.367 0.972
C 9.3870 -3.9843 1.0458 -1.362 0.240 2.202
F 8.2119 -3.3721 0.7196 1.263 -0.613 -0.193
F 10.0151 -3.1506 1.9250 -0.180 -0.696 -1.056
F 9.0471 -5.0979 1.7546 0.620 0.915 -1.105
H 9.4139 -3.6306 -3.4932 0.195 0.063 -0.028
H 10.9650 -4.1552 -4.1930 -0.047 0.043 0.141
H 10.1479 -5.1372 -2.9603 0.163 0.122 -0.050
H 11.3476 -2.3464 -2.5409 -0.228 -0.078 0.369
H 12.0681 -3.8384 -1.9406 -0.315 -0.025 0.144
```
Forces are in eV/Å.

The LUMO energy comes out at -5.71 eV. For the frontier orbital gap, the calculation gives 6.98 eV. As for the energy above the lowest of the compared OMol25 structures with the same formula, charge and spin: 3.797 eV. The value obtained for the highest occupied orbital energy is -12.7 eV. Its total charge is +1.



ORCA calculation (ωB97M-V/def2-TZVPD) on a single C22H32F3N3O2 molecule in a non-equilibrium geometry.

```
62
Properties=species:S:1:pos:R:3:forces:R:3
C -2.8072 -2.4699 -0.0152 0.013 0.077 0.216
C -2.2924 -1.9773 1.3319 0.146 -0.150 -0.068
C -0.7704 -2.0780 1.4537 -0.009 0.240 -0.022
C -0.0637 -0.9211 0.7310 -0.138 -0.241 0.091
N 1.3699 -1.0649 0.5252 0.059 -0.064 -0.041
C 2.1204 -1.3087 1.7530 0.310 -0.098 -0.001
H 2.2176 -2.3849 1.9618 -0.106 0.057 0.048
C 3.5138 -0.6714 1.6905 -0.346 0.132 0.144
H 4.1316 -1.0790 2.4917 0.058 -0.008 -0.025
C 3.4486 0.8428 1.8497 0.247 0.098 0.146
N 2.5873 1.4170 0.8383 0.007 -0.262 0.025
C 2.5538 2.7310 0.6052 -0.354 -0.063 -0.526
O 3.2317 3.5555 1.1850 0.137 0.337 0.189
C 1.5031 3.1629 -0.4314 0.116 0.378 0.391
C 0.1035 3.2282 0.2047 0.064 -0.094 -0.224
C -0.6218 2.2113 -0.6494 0.972 0.452 0.087
N 0.1299 1.7037 -1.5484 -1.153 -0.382 0.004
O 1.3814 2.2049 -1.5000 0.772 0.218 -0.014
C -2.0056 1.8155 -0.4874 -0.655 -0.249 0.005
C -2.7498 2.2354 0.6154 0.292 -0.041 -0.220
C -4.0596 1.8245 0.7749 -0.271 -0.196 -0.128
C -4.6385 0.9952 -0.1748 -0.013 0.062 0.111
C -3.9139 0.5807 -1.2886 -0.040 0.092 0.159
C -2.6064 0.9871 -1.4405 -0.025 0.071 0.085
H -2.0265 0.6791 -2.2956 0.040 -0.062 -0.116
H -4.3814 -0.0573 -2.0229 -0.019 -0.074 -0.087
C -6.0553 0.5210 -0.0297 -0.319 -0.126 -0.013
F -6.6611 0.9760 1.0744 0.127 0.175 0.189
F -6.8253 0.8940 -1.0686 0.088 0.104 -0.167
F -6.1338 -0.8235 0.0219 0.171 -0.134 -0.024
H -4.6305 2.1442 1.6330 -0.042 0.016 0.049
H -2.3052 2.8796 1.3577 0.081 0.080 0.075
H 0.1233 2.9360 1.2566 -0.047 0.030 0.000
H -0.3535 4.2152 0.1258 -0.004 -0.027 0.037
H 1.8218 4.1158 -0.8644 -0.023 -0.172 0.112
H 1.9986 0.7406 0.3499 -0.029 0.145 -0.117
H 4.4429 1.2926 1.7631 -0.099 -0.045 0.075
H 3.0606 1.0994 2.8443 0.117 -0.034 -0.017
H 3.9868 -0.9162 0.7394 0.095 -0.093 -0.061
H 1.5733 -0.8593 2.5850 -0.029 -0.033 0.056
C 1.6981 -1.9910 -0.5567 -0.084 0.088 -0.349
C 1.7322 -1.2915 -1.9201 0.130 -0.019 0.162
C 3.0406 -0.5531 -2.2067 -0.078 -0.225 -0.084
C 4.1963 -1.4928 -2.5320 -0.132 0.194 0.061
H 4.4122 -2.1629 -1.7023 0.080 -0.116 0.073
H 3.9604 -2.1000 -3.4036 0.016 -0.099 -0.094
H 5.0973 -0.9228 -2.7467 0.136 -0.025 -0.020
H 3.3038 0.0726 -1.3543 -0.012 0.128 0.004
H 2.8793 0.1138 -3.0549 0.018 0.109 0.048
H 0.9100 -0.5766 -1.9710 -0.100 -0.094 -0.030
H 1.5729 -2.0394 -2.6998 -0.059 -0.024 -0.094
H 0.9718 -2.8146 -0.5952 0.074 -0.041 0.088
H 2.6735 -2.4346 -0.3536 0.004 -0.065 0.039
H -0.5144 -0.7794 -0.2526 -0.047 0.098 -0.005
H -0.2309 -0.0018 1.3046 -0.081 0.052 -0.056
H -0.4432 -3.0328 1.0373 0.048 -0.083 0.030
H -0.4902 -2.0672 2.5091 0.073 -0.052 0.005
H -2.5984 -0.9389 1.4843 -0.066 0.068 0.077
H -2.7529 -2.5758 2.1205 -0.050 0.091 0.045
H -3.8873 -2.3600 -0.0689 -0.112 0.000 -0.111
H -2.5640 -3.5217 -0.1502 0.026 -0.126 -0.057
H -2.3648 -1.9071 -0.8333 0.022 0.020 -0.155
```
Forces are in eV/Å.

The LUMO energy comes out at -0.10 eV. For the frontier orbital gap, the calculation gives 8.62 eV. As for the energy above the lowest of the compared OMol25 structures with the same formula, charge and spin: 0.000 eV. The value obtained for the highest occupied orbital energy is -8.7 eV. Its SMILES is CCCCN(CCCC)CCCNC(=O)[C@@H]1CC(c2ccc(C(F)(F)F)cc2)=NO1.



ORCA calculation (ωB97M-V/def2-TZVPD) on a molecular structure, C22H32GeHgN2S in a non-equilibrium geometry.

```
59
Properties=species:S:1:pos:R:3:forces:R:3
Hg -0.8163 2.1383 -0.1311 0.682 -1.680 0.850
S -2.8974 2.5758 2.3700 -0.362 -0.449 -0.306
C -1.3790 3.2747 2.7283 -0.311 0.684 0.294
N -0.3586 2.4319 3.1317 0.258 -0.356 0.103
C 0.9717 2.6927 2.6117 0.091 -0.261 -0.568
C 1.2343 4.1667 2.5621 0.103 0.623 0.472
C 0.2139 5.0577 2.5729 0.735 -0.314 0.120
C -1.1285 4.6265 2.6439 -0.366 -0.211 -0.232
H -0.6202 1.4528 3.0567 -0.059 0.267 -0.043
H 1.7024 2.1621 3.2465 -0.065 0.120 -0.115
H 2.2578 4.4724 2.4126 0.105 0.093 0.087
H 0.4290 6.1141 2.4616 0.057 0.076 0.039
H -1.9419 5.3153 2.4826 -0.089 -0.075 -0.135
C 1.1234 2.2691 1.1605 -1.377 0.431 -0.387
C 2.4379 2.3643 0.5647 0.382 -0.313 -0.302
C 2.9149 3.4886 -0.1306 -0.245 -0.036 0.174
C 4.1683 3.4962 -0.7090 0.210 0.020 -0.127
C 4.9792 2.3677 -0.6569 0.139 0.002 0.146
C 4.5272 1.2481 0.0305 0.361 -0.013 -0.139
C 3.2920 1.2505 0.6417 -0.233 0.159 0.018
H 2.2727 4.3568 -0.2014 -0.025 -0.013 -0.026
H 4.5118 4.3882 -1.2202 0.003 -0.011 -0.035
H 5.9520 2.3545 -1.1343 -0.011 0.058 0.005
H 5.1421 0.3587 0.0742 0.077 -0.043 0.039
H 2.9514 0.3762 1.1776 -0.066 -0.111 0.028
C 2.7195 1.2618 -3.0458 0.473 -0.423 -0.025
C 1.6016 2.0984 -2.7179 -0.393 0.312 -0.081
N 0.7059 2.7757 -2.4918 -0.275 0.209 -0.017
H 3.5817 1.5741 -2.4534 -0.046 -0.069 -0.106
H 2.9424 1.3424 -4.1096 0.026 -0.006 0.033
H 2.4789 0.2269 -2.8032 0.032 -0.021 -0.004
C -4.7351 -4.3069 1.5213 0.093 0.206 0.143
C -3.9442 -3.0232 1.7430 -0.007 -0.152 -0.242
C -3.2944 -2.5108 0.4568 0.074 0.097 0.172
C -2.3841 -1.3216 0.7181 0.238 0.470 -0.311
Ge -1.6005 -0.4071 -0.9114 0.251 0.010 0.361
C 0.0892 -1.4489 -1.3975 -0.059 0.570 0.394
C 0.0160 -2.9712 -1.3971 -0.139 0.137 -0.210
C -0.6978 -3.5231 -2.6258 0.083 -0.228 0.233
C -0.7228 -5.0469 -2.6282 -0.057 0.191 -0.099
H -5.2086 -4.6325 2.4458 -0.096 -0.108 0.039
H -4.0755 -5.1019 1.1767 0.004 -0.121 -0.072
H -5.5091 -4.1507 0.7725 -0.109 -0.063 -0.093
H -3.1673 -3.2052 2.4904 0.014 0.080 0.042
H -4.6033 -2.2483 2.1401 0.053 0.054 0.073
H -4.0770 -2.2201 -0.2492 -0.037 -0.094 -0.088
H -2.7250 -3.3229 -0.0023 -0.038 -0.112 -0.129
H -1.5535 -1.6234 1.3613 0.085 0.013 0.061
H -2.9415 -0.5646 1.2745 0.094 0.122 0.010
H -2.5652 -0.9084 -2.0346 -0.102 0.374 -0.054
H 0.8553 -1.1286 -0.6836 -0.019 0.089 0.010
H 0.4273 -1.1053 -2.3798 -0.023 0.085 -0.055
H -0.4987 -3.3168 -0.4979 0.028 -0.101 0.099
H 1.0309 -3.3907 -1.3675 -0.053 -0.030 0.038
H -0.1853 -3.1697 -3.5241 -0.026 0.098 -0.048
H -1.7168 -3.1329 -2.6523 -0.018 0.042 -0.088
H 0.2866 -5.4493 -2.5442 0.076 -0.059 -0.009
H -1.1685 -5.4306 -3.5444 -0.047 -0.111 -0.051
H -1.3014 -5.4179 -1.7854 -0.075 -0.106 0.113
```
Forces are in eV/Å.

The LUMO energy (alpha / beta) comes out at 2.62 / 2.47 eV. For the frontier orbital gap (alpha / beta), the calculation gives 5.44 / 5.45 eV. Its expectation value of S² is 0.77. As for the energy above the lowest of the compared OMol25 structures with the same formula, charge and spin: 0.000 eV. The value obtained for the highest occupied orbital energy (alpha / beta) is -2.8 / -3.0 eV. The spin multiplicity is 2. Its total charge is -1.



ORCA calculation (ωB97M-V/def2-TZVPD) on a single C22H32N4O4S molecule in a non-equilibrium geometry.

```
63
Properties=species:S:1:pos:R:3:forces:R:3
C -5.7058 -2.6579 1.6964 -0.346 0.159 0.240
N -4.9398 -3.0625 0.5462 -0.337 0.305 -0.998
S -5.3229 -2.2523 -0.8632 0.008 -0.125 0.201
O -4.5333 -2.8151 -1.9135 0.322 0.138 0.135
O -6.7508 -2.2566 -0.9817 0.005 0.236 0.254
C -4.7946 -0.5609 -0.5666 -0.171 -0.680 -0.129
C -3.4766 -0.2109 -0.7106 0.116 0.083 -0.024
C -3.0525 1.0881 -0.4150 -0.276 -0.078 0.028
C -3.9961 2.0419 0.0173 0.033 -0.668 -0.188
C -5.3403 1.6584 0.1544 -0.023 0.031 0.024
C -5.7287 0.3691 -0.1283 -0.078 0.158 0.048
H -6.7579 0.0601 -0.0381 -0.152 0.069 0.037
H -6.0821 2.3686 0.4796 -0.064 0.077 0.029
N -3.5804 3.3245 0.2904 0.205 0.048 -0.034
C -2.2820 3.6447 0.1380 0.447 -0.094 -0.097
C -1.3038 2.7898 -0.2659 -0.015 0.040 0.027
C -1.6233 1.4109 -0.5682 -0.065 0.211 0.084
O -0.8115 0.5536 -0.9144 -0.068 -0.148 -0.052
C 0.0764 3.3729 -0.3512 -0.207 -0.128 -0.074
O 0.2894 4.5281 -0.0148 0.026 0.314 0.120
N 1.0063 2.5384 -0.8329 0.160 -0.405 -0.129
C 2.4010 2.8874 -0.9313 0.327 0.276 0.178
C 3.2824 1.9808 -0.0710 -0.190 -0.074 -0.371
H 4.2894 2.3989 -0.0521 0.059 0.013 0.028
H 2.9078 1.9686 0.9530 0.019 0.014 0.047
C 3.3215 0.5432 -0.5982 0.135 0.323 0.338
N 4.1374 -0.3060 0.2542 -0.177 -0.066 -0.007
C 5.5623 -0.1807 0.0055 0.112 -0.010 -0.077
C 6.1708 -1.1403 -1.0306 0.127 0.072 0.241
C 6.6495 -2.4471 -0.4033 -0.192 -0.114 -0.233
H 7.2491 -2.9978 -1.1331 0.074 0.000 0.064
C 5.5149 -3.3505 0.0708 0.211 0.088 0.215
C 4.5250 -2.6693 1.0155 -0.131 -0.085 -0.302
H 3.8884 -3.4445 1.4487 0.012 0.059 0.062
H 5.0509 -2.1814 1.8355 0.001 0.005 0.157
C 3.6150 -1.6633 0.3116 -0.141 -0.024 0.229
H 3.3791 -2.0537 -0.6943 -0.025 -0.006 0.030
H 2.6684 -1.5975 0.8606 0.015 -0.077 -0.146
H 4.9662 -3.7255 -0.7973 -0.022 -0.059 -0.014
H 5.9514 -4.2147 0.5783 -0.032 -0.061 -0.063
H 7.3003 -2.2098 0.4425 0.073 0.006 0.016
H 7.0280 -0.6482 -1.4960 -0.040 0.013 -0.062
H 5.4434 -1.3456 -1.8182 -0.015 0.029 -0.138
H 5.7409 0.8479 -0.3123 0.026 -0.011 0.086
H 6.0887 -0.3127 0.9572 0.120 0.073 -0.081
H 3.6765 0.5435 -1.6430 -0.073 -0.055 -0.029
H 2.3055 0.1428 -0.5950 -0.010 -0.057 -0.056
H 2.7165 2.8209 -1.9794 0.010 0.095 0.062
H 2.4885 3.9256 -0.6011 0.040 -0.134 -0.150
H 0.7194 1.5869 -1.0451 -0.185 0.170 0.068
H -1.9928 4.6643 0.3584 -0.038 0.022 0.022
C -4.5206 4.3318 0.7254 -0.340 0.253 0.127
H -5.2936 4.4879 -0.0292 0.011 0.008 0.042
H -4.9918 4.0386 1.6654 -0.001 0.026 -0.035
H -3.9916 5.2693 0.8800 -0.001 -0.079 -0.020
H -2.7493 -0.9216 -1.0713 0.138 -0.023 -0.032
C -3.5317 -3.2692 0.7701 0.425 -0.063 -0.102
H -3.0830 -3.5061 -0.1910 0.220 -0.083 0.119
H -3.3952 -4.1118 1.4486 -0.014 0.023 -0.008
H -3.0434 -2.3838 1.1975 0.016 -0.016 0.032
H -6.7283 -2.4990 1.3639 -0.084 -0.003 0.252
H -5.6889 -3.4547 2.4403 0.011 0.012 -0.019
H -5.3179 -1.7366 2.1521 0.008 -0.023 0.029
```
Forces are in eV/Å.

The LUMO energy comes out at -0.22 eV. For the frontier orbital gap, the calculation gives 7.84 eV. As for the energy above the lowest of the compared OMol25 structures with the same formula, charge and spin: 1.546 eV. The value obtained for the highest occupied orbital energy is -8.1 eV. Its SMILES is CN(C)S(=O)(=O)c1ccc2c(c1)c(=O)c(C(=O)NCCCN1CCCCCC1)cn2C.